This record from the Open Molecules 2025 dataset describes C28H30ClF3InN5O9SSe as an isolated structure. The level of theory is ωB97M-V/def2-TZVPD.

largest force on an atom = 0.489 eV/Å

```
79
C28H30ClF3InN5O9SSe, DFT ωB97M-V/def2-TZVPD
In -0.0252 -0.2680 -0.2863
O -0.8197 -4.0150 1.5393
C -0.7824 -2.9464 0.9793
N 0.2978 -2.1422 0.7369
C 1.5527 -2.4561 1.1840
O 1.9176 -3.4271 1.7997
C 2.5985 -1.4139 0.7919
C 3.9204 -1.6167 1.1536
C 4.8708 -0.7028 0.7388
C 4.4807 0.3774 -0.0426
C 3.1441 0.5122 -0.3575
N 2.2278 -0.3568 0.0677
C -2.0814 -2.3780 0.4182
C -3.2500 -3.1011 0.5783
C -4.4185 -2.6074 0.0282
C -4.3867 -1.4125 -0.6780
C -3.1846 -0.7462 -0.7937
N -2.0652 -1.2164 -0.2406
H 4.1606 -2.4894 1.7426
H 5.9103 -0.8346 1.0088
H 5.1981 1.0992 -0.4065
H 2.7806 1.3182 -0.9828
H -3.2031 -4.0318 1.1236
H -5.3463 -3.1536 0.1364
H -5.2743 -1.0078 -1.1429
H -3.0875 0.1758 -1.3532
O 0.3185 -1.4915 -4.5334
Cl -0.3404 -1.3355 -3.2904
O -0.7272 -2.5768 -2.7068
O 0.6660 -0.7008 -2.3506
O -1.4445 -0.4241 -3.3718
C 3.9435 5.9867 -1.0152
C 2.7969 5.5252 -1.9103
C 1.4649 5.3858 -1.1781
C 1.5234 4.3407 -0.0714
N 0.2192 4.1150 0.5365
C -0.6868 3.2024 0.1499
Se -0.5086 2.0964 -1.3654
N -1.7598 3.2969 0.9515
C -2.9477 2.4438 0.9076
C -3.9249 2.7757 -0.2128
C -4.4458 4.2153 -0.2344
C -3.4864 5.2306 -0.8574
C -1.5446 4.3103 1.8774
C -2.3318 4.8084 2.9082
C -1.7968 5.8349 3.6609
C -0.5212 6.3529 3.3975
C 0.2583 5.8623 2.3690
C -0.2829 4.8288 1.6141
H 4.8463 6.1655 -1.5985
H 4.1921 5.2458 -0.2532
H 3.6888 6.9187 -0.5050
H 3.0499 4.5674 -2.3751
H 2.6679 6.2362 -2.7281
H 0.6855 5.0891 -1.8840
H 1.1680 6.3495 -0.7527
H 2.1987 4.6335 0.7319
H 1.8664 3.3856 -0.4661
H -3.4286 2.5487 1.8785
H -2.6014 1.4119 0.8369
H -4.7645 2.0865 -0.0891
H -3.4667 2.5433 -1.1771
H -4.7217 4.5280 0.7781
H -5.3712 4.2221 -0.8142
H -2.6281 5.4462 -0.2203
H -3.9951 6.1774 -1.0402
H -3.1117 4.8643 -1.8160
H -3.3105 4.4056 3.1256
H -2.3734 6.2463 4.4780
H -0.1405 7.1547 4.0151
H 1.2409 6.2651 2.1643
F -0.5755 1.1270 5.3895
C -0.6410 1.5005 4.1172
F 0.2022 2.5225 3.9288
F -1.8846 1.9422 3.8729
S -0.2396 0.0910 3.0082
O 1.0694 -0.3337 3.3994
O -1.3539 -0.8025 3.1499
O -0.2397 0.7851 1.6829
```



This record from the Open Molecules 2025 dataset describes a 40-piece molecular cluster, H80O40 overall in a non-equilibrium geometry. The level of theory is ωB97M-V/def2-TZVPD.

largest force on an atom = 4.460 eV/Å

```
120
H80O40, DFT ωB97M-V/def2-TZVPD
H -1.0663 -0.5504 -1.8314
H -2.0409 -0.5039 -3.2779
O -1.8155 -0.7790 -2.3647
H 1.5209 -3.1753 3.9705
H 2.7726 -3.2129 3.3215
O 1.8629 -3.4640 3.1019
H -2.4471 -2.6050 -4.1371
H -3.4220 -3.4960 -4.9327
O -3.0766 -2.6279 -4.8755
H -1.5207 1.1418 4.4574
H -1.0969 1.1327 3.0569
O -1.7380 1.5996 3.6256
H 3.0411 -0.5089 -3.1792
H 1.8193 0.1353 -4.1889
O 2.1848 -0.1190 -3.3214
H 0.4009 -0.0650 4.0656
O 0.0072 0.1571 4.9300
H -2.0092 3.8879 0.3471
O -1.7740 2.9883 0.5089
H -0.2107 1.7878 -0.7356
H 1.2101 1.5949 -0.9055
O 0.3468 1.1106 -1.1420
H -2.2968 -2.9074 3.0040
H -3.3782 -3.9171 3.4724
O -2.5041 -3.8580 3.0115
H -3.6506 1.4020 4.2005
H -4.4691 2.4415 3.6097
O -4.4756 1.5050 3.6359
H 0.7089 -5.5403 2.8769
H -0.3566 -5.8402 1.7616
O 0.0889 -6.1629 2.5705
H -2.9984 -4.5283 -2.9052
O -2.6072 -5.2478 -3.3526
H -1.0898 2.3280 -4.5485
H -1.3391 3.1002 -5.8578
O -0.7219 2.7983 -5.2378
H -3.7960 -2.5878 1.0632
H -3.1291 -3.8647 0.5220
O -3.9958 -3.4760 0.8517
H 2.3062 -1.6576 -0.2678
H 1.1211 -0.7237 -0.7960
O 1.4293 -1.6379 -0.7146
H 2.7242 3.2549 2.2568
H 2.3330 1.8135 2.3777
O 2.0527 2.6176 1.9062
H 3.6330 -0.2990 1.2765
H 3.0033 -1.6986 1.6157
O 3.3315 -0.8941 1.9632
H 3.7854 2.0378 0.3950
H 4.1756 1.5071 -0.9884
O 4.5024 1.7248 -0.0948
H 0.6939 1.6740 -5.5308
O 1.5430 1.6275 -5.0943
H 1.2103 -0.1954 1.6646
H 1.2223 -1.5620 2.5884
O 0.7663 -0.7159 2.4294
H 2.7257 -5.6140 -0.1606
O 2.8391 -5.0042 0.5191
H -4.9525 -2.0521 -1.7407
H -5.5595 -2.0447 -0.3526
O -5.3817 -1.4546 -1.1049
H -1.0319 4.5469 -2.9294
H -2.0816 4.3418 -4.2558
O -1.7457 4.9423 -3.6146
H 0.5612 4.2559 -1.2506
H 0.2437 5.6828 -0.6029
O 1.0001 5.0117 -0.8465
H -0.9811 -2.6548 1.6611
H -1.2737 -1.1661 1.7168
O -1.1577 -1.9594 2.2619
H -3.9528 0.0556 -5.1449
H -3.9540 -0.8296 -3.9077
O -3.9189 0.1005 -4.1832
H -6.0372 1.6576 -0.3269
H -6.6573 0.4137 -0.5638
O -6.7156 1.2891 -0.9337
H 4.4549 3.9255 2.6061
H 5.3349 2.6015 2.2039
O 4.6834 3.0612 2.7889
H 0.3852 2.1206 -2.2372
H 0.9810 3.1581 -3.3057
O 0.3023 3.1188 -2.6146
H 4.5487 -3.7309 -2.5015
H 3.0968 -3.5847 -2.3306
O 3.7594 -4.1774 -2.6564
H -2.2817 0.8028 0.2352
H -0.9846 0.7235 1.0538
O -1.7325 0.1976 0.8148
H 4.1802 1.8054 -3.9620
O 5.0090 1.6536 -3.5755
H 1.6985 3.1487 5.0769
H 0.3866 3.3135 4.5260
O 1.0678 3.8972 5.0978
H 1.8317 2.4162 -4.7406
H 0.5592 -0.2409 5.6644
H 2.7413 -5.2731 1.3853
H -2.3795 2.6713 1.2082
H -1.8988 -5.5767 -2.7835
H 5.4537 0.8352 -3.5362
O 0.8046 6.2081 1.5183
H 1.1293 6.5340 2.3243
H 1.5404 5.8549 0.9419
O -2.9117 1.4398 -1.2572
H -3.8325 1.2815 -1.1830
H -2.6072 0.7286 -1.8938
O 4.2265 -0.4597 4.7741
H 4.3931 -0.5461 3.8362
H 3.5998 0.2980 4.9231
O -1.0768 4.7410 3.0713
H -0.8541 4.2690 3.8481
H -0.5710 5.4907 2.9381
O 0.1738 -5.1669 -0.3731
H -0.7743 -5.4500 -0.3704
H -0.0634 -4.1890 -0.0373
O 4.6018 -1.9340 -1.2678
H 5.0516 -2.7824 -1.3665
H 4.4341 -1.7423 -0.3496
O -1.1188 -2.8671 -0.7652
H -1.7802 -2.6056 -1.3516
H -0.3030 -2.4341 -0.7760
```



ΔE to the lowest compared entry with this formula, charge and spin across the listed records, respectively: 3.7, 272.7 kcal/mol.
Frontier orbital gap across the listed records, respectively: 9.00, 8.95 eV.
Energy across the listed records, respectively: -5785.40413, -3057.32277 Ha.